Record 1
{"formula": "C39H55F3O2P2PtSiTe4", "method": "ωB97M-V/def2-TZVPD", "e_lumo_ev": [-2.00, -1.97], "charge": 0, "elements": ["Pt", "C", "Si", "C", "C", "C", "C", "C", "C", "P", "C", "C", "C", "C", "C", "C", "C", "C", "C", "C", "C", "C", "C", "C", "C", "C", "C", "C", "P", "C", "C", "C", "C", "C", "C", "C", "C", "C", "C", "C", "C", "H", "H", "H", "H", "H", "H", "H", "H", "H", "H", "H", "H", "H", "H", "H", "H", "H", "H", "H", "H", "H", "H", "H", "H", "H", "H", "H", "H", "H", "H", "H", "H", "H", "H", "H", "H", "H", "H", "H", "H", "H", "H", "H", "H", "H", "H", "H", "H", "H", "H", "H", "H", "H", "H", "H", "Te", "Te", "Te", "Te", "F", "C", "F", "F", "C", "O", "O"], "coordinates": [[-1.323, -0.070, -0.464], [-3.106, 1.748, 2.218], [-1.605, 0.817, 1.633], [-1.447, -0.705, 2.747], [-1.996, -0.672, 4.032], [-2.087, -1.813, 4.816], [-1.652, -3.027, 4.308], [-1.103, -3.084, 3.036], [-0.990, -1.939, 2.254], [-0.226, -1.946, 0.593], [1.572, -1.868, 1.037], [2.064, -2.838, 2.117], [3.604, -2.874, 2.101], [4.207, -1.503, 1.750], [3.283, -0.392, 2.236], [1.928, -0.448, 1.508], [-0.630, -3.597, -0.187], [0.139, -4.888, 0.159], [1.517, -5.004, -0.496], [1.432, -4.812, -2.007], [0.739, -3.494, -2.336], [-0.655, -3.453, -1.718], [-0.201, 2.058, 1.835], [0.242, 2.485, 3.092], [1.280, 3.392, 3.212], [1.890, 3.896, 2.066], [1.462, 3.481, 0.817], [0.406, 2.574, 0.695], [-0.168, 1.853, -0.896], [1.376, 1.460, -1.823], [1.110, 0.303, -2.806], [2.416, -0.279, -3.344], [3.284, 0.803, -3.981], [3.510, 1.956, -3.008], [2.171, 2.546, -2.558], [-1.237, 3.057, -1.843], [-2.505, 3.420, -1.051], [-2.295, 4.570, -0.063], [-1.733, 5.803, -0.765], [-0.426, 5.460, -1.475], [-0.658, 4.333, -2.480], [-2.823, 2.313, 3.113], [-3.929, 1.077, 2.464], [-3.472, 2.448, 1.470], [-2.370, 0.264, 4.432], [-2.519, -1.759, 5.807], [-1.746, -3.931, 4.897], [-0.786, -4.042, 2.647], [2.106, -2.076, 0.102], [1.679, -3.845, 1.984], [1.700, -2.487, 3.085], [3.942, -3.620, 1.378], [3.964, -3.196, 3.080], [4.342, -1.413, 0.668], [5.197, -1.401, 2.197], [3.736, 0.590, 2.092], [3.128, -0.511, 3.313], [1.931, 0.226, 0.656], [1.150, -0.091, 2.185], [-1.668, -3.708, 0.150], [-0.474, -5.718, -0.213], [0.221, -5.037, 1.235], [1.935, -5.988, -0.266], [2.204, -4.266, -0.080], [0.854, -5.634, -2.444], [2.430, -4.846, -2.450], [0.664, -3.354, -3.416], [1.334, -2.660, -1.943], [-1.259, -4.265, -2.137], [-1.142, -2.514, -1.988], [-0.211, 2.074, 3.989], [1.624, 3.702, 4.191], [2.698, 4.612, 2.148], [1.956, 3.877, -0.059], [2.010, 1.064, -1.023], [0.508, 0.678, -3.643], [0.526, -0.483, -2.320], [2.189, -1.061, -4.072], [2.964, -0.749, -2.519], [2.778, 1.187, -4.874], [4.239, 0.385, -4.306], [4.121, 2.734, -3.471], [4.056, 1.592, -2.131], [1.622, 2.854, -3.449], [2.340, 3.434, -1.949], [-1.547, 2.399, -2.666], [-2.886, 2.536, -0.536], [-3.269, 3.718, -1.777], [-1.606, 4.262, 0.728], [-3.247, 4.808, 0.416], [-1.581, 6.612, -0.047], [-2.456, 6.158, -1.508], [0.315, 5.157, -0.734], [-0.030, 6.336, -1.994], [0.245, 4.122, -3.044], [-1.404, 4.680, -3.206], [-4.185, -2.552, -2.039], [-3.606, -3.521, -4.423], [-1.826, -1.060, -4.763], [-3.090, -0.091, -2.543], [-5.888, -2.584, 1.027], [-5.866, -1.262, 0.815], [-6.248, -0.662, 1.960], [-6.789, -0.986, -0.112], [-4.452, -0.739, 0.410], [-3.483, -1.492, 0.632], [-4.441, 0.402, -0.083]], "atomic_forces_ev_per_a": [[0.58, 0.14, -0.03], [-0.30, -0.07, -0.09], [0.57, -0.24, 0.04], [-0.16, -0.07, 0.15], [0.16, 0.05, 0.04], [0.00, 0.01, -0.02], [-0.01, 0.00, -0.01], [-0.04, -0.02, -0.03], [0.13, 0.07, 0.09], [-0.67, -0.37, 0.03], [0.06, 0.13, -0.08], [0.08, 0.00, -0.10], [-0.04, 0.05, -0.03], [-0.03, -0.01, 0.06], [0.00, -0.02, -0.04], [0.04, -0.09, 0.04], [0.12, -0.08, -0.04], [-0.02, 0.06, 0.03], [-0.12, -0.06, -0.04], [0.05, 0.06, 0.00], [-0.09, -0.12, 0.07], [0.17, 0.16, 0.07], [0.05, 0.08, 0.37], [-0.02, 0.01, -0.10], [0.03, 0.04, -0.05], [-0.03, -0.03, 0.06], [-0.06, 0.03, -0.05], [0.34, 0.03, -0.23], [-0.93, 0.51, 0.62], [-0.16, -0.30, -0.31], [0.12, 0.02, 0.09], [-0.06, 0.12, -0.10], [0.03, -0.05, 0.09], [-0.05, 0.06, -0.05], [0.12, -0.12, 0.09], [0.26, 0.24, -0.16], [0.05, -0.11, 0.10], [0.01, 0.00, -0.13], [0.06, -0.03, 0.05], [-0.15, -0.04, -0.07], [0.04, -0.05, 0.13], [0.00, -0.01, -0.01], [-0.01, 0.02, 0.03], [0.01, 0.05, 0.04], [-0.05, -0.01, -0.02], [0.00, 0.00, 0.00], [0.00, 0.00, 0.00], [0.03, 0.00, 0.02], [0.01, -0.01, 0.01], [-0.04, -0.03, 0.05], [-0.02, -0.01, -0.01], [0.02, -0.02, 0.02], [-0.01, -0.02, 0.00], [0.00, 0.01, 0.00], [0.02, -0.01, -0.04], [-0.01, 0.01, 0.02], [0.01, 0.03, 0.01], [-0.02, 0.04, 0.01], [-0.01, 0.02, -0.02], [-0.01, 0.03, -0.01], [-0.02, 0.00, 0.02], [0.00, -0.04, 0.01], [0.03, 0.02, 0.03], [0.02, 0.02, 0.01], [0.02, 0.00, -0.02], [0.00, -0.03, 0.00], [0.01, 0.04, 0.00], [0.04, 0.02, -0.06], [0.00, 0.00, 0.01], [-0.08, -0.06, -0.03], [-0.03, 0.02, -0.01], [0.00, 0.01, 0.00], [0.03, -0.03, 0.01], [0.00, 0.00, 0.01], [0.05, 0.03, -0.01], [-0.03, 0.02, 0.00], [-0.01, -0.02, -0.04], [0.02, -0.05, 0.05], [-0.01, -0.02, -0.01], [0.03, -0.01, -0.02], [-0.01, -0.01, -0.02], [0.01, 0.00, 0.01], [0.03, 0.04, -0.01], [0.00, 0.02, 0.00], [-0.05, 0.02, -0.01], [0.02, 0.01, -0.04], [-0.09, -0.02, -0.08], [0.00, -0.01, -0.01], [-0.03, 0.02, 0.04], [0.00, -0.03, 0.02], [-0.01, 0.01, -0.01], [-0.01, 0.04, 0.03], [0.02, 0.05, 0.00], [0.02, 0.00, 0.01], [0.00, 0.05, -0.01], [0.01, -0.02, -0.03], [-0.19, -0.17, 0.67], [0.88, 0.91, -1.21], [-0.60, -1.35, -0.18], [-0.07, 0.03, 0.25], [-0.01, -0.02, 0.00], [0.17, 0.11, 0.18], [-0.01, -0.03, 0.01], [-0.02, 0.01, -0.01], [0.03, 0.29, 0.15], [-0.08, 0.13, 0.02], [-0.14, -0.09, -0.28]]}



Record 2
{"formula": "C2H8N2S", "method": "ωB97M-V/def2-TZVPD", "e_lumo_ev": [-3.58, -6.06], "charge": 1, "multiplicity": 2, "s_squared": 0.753, "elements": ["S", "H", "C", "C", "N", "N", "H", "H", "H", "H", "H", "H", "H"], "coordinates": [[2.087, -0.676, 0.991], [2.353, -1.833, 1.687], [-0.822, 0.968, -0.445], [-1.467, -0.231, -0.392], [-1.199, -1.146, 0.581], [-0.957, 1.822, -1.621], [0.029, 1.105, 0.236], [-2.219, -0.547, -1.092], [-1.645, -2.061, 0.530], [-0.189, -1.133, 0.910], [-0.131, 1.752, -2.249], [-1.024, 2.791, -1.402], [-1.735, 1.593, -2.170]], "atomic_forces_ev_per_a": [[0.42, -0.71, 0.45], [-0.13, 0.66, -0.39], [0.10, -1.72, 0.62], [0.60, 0.15, 0.61], [1.36, 0.00, -0.09], [2.47, -0.30, 0.08], [-0.54, 0.64, -0.62], [-0.41, 0.28, -0.32], [0.27, 0.59, -0.03], [-1.77, -0.16, -0.19], [-0.42, -0.05, 0.32], [-0.24, 1.20, 0.51], [-1.71, -0.59, -0.96]]}



Record 3
{"formula": "CH4OS", "method": "ωB97M-V/def2-TZVPD", "e_lumo_ev": 0.85, "charge": 0, "smiles": "COS", "elements": ["C", "O", "S", "H", "H", "H", "H"], "coordinates": [[-1.009, -0.049, -0.056], [0.387, 0.686, 0.425], [1.719, 0.323, -0.417], [-0.962, 0.104, -1.143], [-1.651, 0.701, 0.361], [-0.836, -0.978, 0.484], [2.353, -0.787, 0.346]], "atomic_forces_ev_per_a": [[4.05, 2.41, 0.72], [-2.05, -0.82, -0.46], [1.22, -1.68, 0.74], [-0.21, -1.06, 0.38], [-0.83, -0.34, 0.43], [-0.93, -0.20, -0.76], [-1.26, 1.69, -1.05]]}



Record 4
{"formula": "C26H44AgAs3N2", "method": "ωB97M-V/def2-TZVPD", "e_lumo_ev": 0.52, "charge": 0, "elements": ["Ag", "C", "As", "C", "C", "C", "C", "C", "As", "C", "C", "C", "As", "C", "C", "H", "H", "H", "H", "H", "H", "H", "H", "H", "H", "H", "H", "H", "H", "H", "H", "H", "H", "H", "H", "H", "H", "H", "H", "H", "H", "H", "C", "C", "C", "C", "C", "C", "C", "C", "C", "C", "N", "C", "C", "C", "C", "C", "N", "H", "H", "H", "H", "H", "H", "H", "H", "H", "H", "H", "H", "H", "H", "H", "H", "H"], "coordinates": [[0.948, -0.239, -0.604], [-3.115, -0.645, 1.094], [-1.215, -1.008, 0.797], [-1.358, -2.933, 0.536], [-0.538, -1.092, 2.649], [-0.143, 0.211, 3.378], [-1.127, 1.343, 3.088], [1.291, 0.663, 3.007], [1.721, 1.265, 1.185], [1.160, 3.130, 1.215], [3.630, 1.520, 1.457], [-0.073, -0.098, 4.889], [-1.607, -0.429, 6.108], [-3.053, -1.163, 4.999], [-2.325, 1.393, 6.263], [-3.506, -1.279, 1.891], [-3.645, -0.870, 0.169], [-3.280, 0.401, 1.339], [-1.840, -3.415, 1.388], [-0.359, -3.339, 0.388], [-1.936, -3.127, -0.367], [0.334, -1.752, 2.595], [-1.295, -1.623, 3.228], [-1.142, 1.575, 2.021], [-0.849, 2.250, 3.628], [-2.139, 1.070, 3.381], [1.988, -0.158, 3.201], [1.583, 1.489, 3.663], [1.364, 3.590, 2.182], [0.100, 3.210, 0.986], [1.719, 3.654, 0.440], [3.827, 2.133, 2.337], [4.050, 2.003, 0.576], [4.103, 0.546, 1.574], [0.431, 0.729, 5.402], [0.575, -0.968, 5.026], [-2.840, -2.195, 4.724], [-3.254, -0.579, 4.103], [-3.947, -1.162, 5.625], [-1.536, 2.062, 6.605], [-3.110, 1.386, 7.018], [-2.738, 1.773, 5.330], [-2.487, -1.016, -3.370], [-2.047, 0.376, -2.913], [-1.059, 1.022, -3.849], [-1.477, 1.999, -4.744], [-0.583, 2.603, -5.612], [0.753, 2.235, -5.575], [1.210, 1.261, -4.694], [2.688, 0.963, -4.610], [3.312, 1.565, -3.348], [0.287, 0.640, -3.842], [0.721, -0.335, -2.911], [1.102, -1.488, -3.345], [1.606, -2.505, -2.494], [2.052, -3.793, -2.822], [2.467, -4.373, -1.626], [2.256, -3.401, -0.634], [1.738, -2.282, -1.149], [-3.225, -1.437, -2.684], [-1.636, -1.696, -3.408], [-2.934, -0.975, -4.365], [-1.597, 0.295, -1.918], [-2.921, 1.025, -2.823], [-2.521, 2.290, -4.754], [-0.918, 3.365, -6.303], [1.463, 2.715, -6.238], [3.177, 1.376, -5.493], [2.877, -0.111, -4.618], [3.156, 2.645, -3.323], [4.385, 1.371, -3.316], [2.861, 1.133, -2.452], [1.036, -1.711, -4.414], [2.065, -4.234, -3.807], [2.875, -5.360, -1.483], [2.465, -3.483, 0.424]], "atomic_forces_ev_per_a": [[-0.04, -0.11, -0.12], [-0.04, 0.01, -0.02], [0.01, -0.13, 0.04], [0.02, -0.05, -0.02], [0.02, 0.03, 0.03], [0.05, -0.03, -0.04], [0.05, -0.04, 0.00], [-0.10, -0.02, -0.04], [0.09, 0.17, 0.10], [0.01, 0.03, -0.02], [0.03, -0.02, 0.02], [0.01, 0.01, 0.03], [0.01, 0.00, 0.02], [-0.02, 0.01, -0.01], [-0.03, 0.01, -0.01], [0.00, 0.00, -0.01], [0.00, 0.00, 0.00], [-0.01, 0.01, 0.01], [-0.01, 0.02, 0.01], [0.00, -0.01, 0.00], [0.00, 0.02, 0.00], [-0.01, -0.01, 0.01], [0.02, 0.02, -0.03], [-0.01, 0.03, -0.02], [-0.01, 0.01, 0.00], [0.00, 0.01, -0.01], [-0.01, -0.01, 0.00], [0.00, 0.00, 0.00], [0.01, -0.01, 0.01], [-0.01, 0.01, 0.01], [-0.01, 0.01, 0.01], [-0.02, -0.01, 0.00], [-0.01, 0.00, -0.01], [0.01, 0.01, 0.00], [0.01, -0.01, 0.00], [0.01, 0.01, 0.00], [0.00, -0.01, 0.00], [-0.01, -0.01, 0.01], [0.00, 0.00, 0.00], [0.01, 0.00, 0.00], [0.00, -0.01, 0.01], [0.00, 0.01, 0.02], [0.04, 0.04, 0.03], [0.04, -0.05, 0.00], [-0.09, -0.01, 0.04], [0.01, 0.04, -0.02], [0.05, -0.02, 0.02], [-0.04, 0.01, -0.01], [0.05, -0.01, -0.04], [-0.01, 0.02, 0.10], [0.02, -0.02, -0.03], [0.04, 0.02, -0.02], [-0.03, 0.06, 0.03], [-0.05, 0.03, -0.11], [0.04, -0.03, 0.03], [-0.03, -0.03, -0.02], [-0.01, 0.07, 0.06], [0.00, -0.09, -0.04], [0.01, 0.03, 0.07], [-0.02, -0.02, 0.01], [-0.02, -0.03, 0.00], [-0.01, 0.00, 0.00], [-0.04, 0.03, -0.03], [0.00, 0.00, 0.00], [-0.02, 0.00, 0.01], [-0.02, 0.00, -0.01], [0.01, 0.01, -0.01], [0.00, -0.01, -0.01], [0.00, -0.01, -0.03], [0.00, 0.01, 0.01], [0.02, 0.01, 0.02], [0.00, 0.01, -0.02], [0.01, -0.01, 0.01], [0.00, 0.00, -0.03], [0.01, -0.03, 0.01], [0.01, 0.00, 0.01]]}



Record 5
{"formula": "C2H2N2O", "method": "ωB97M-V/def2-TZVPD", "e_lumo_ev": 0.68, "charge": 0, "smiles": "C#CO.N#N", "elements": ["C", "C", "N", "N", "O", "H", "H"], "coordinates": [[-0.463, 1.187, 0.247], [-0.856, 0.006, 0.107], [2.284, -0.265, 0.554], [1.547, -0.388, -0.220], [-1.165, -1.261, -0.102], [0.086, 2.054, 0.358], [-1.433, -1.333, -0.944]], "atomic_forces_ev_per_a": [[-2.88, -6.10, -0.55], [1.21, 4.75, 0.53], [1.82, 0.29, 1.87], [-0.53, -0.87, -2.09], [1.54, 1.38, 5.10], [0.49, 1.26, 0.19], [-1.65, -0.71, -5.03]]}



Record 6
{"formula": "C18H26ClN3O", "method": "ωB97M-V/def2-TZVPD", "e_lumo_ev": 0.49, "charge": 0, "smiles": "CCN(CCO)CCC[C@H](C)Nc1ccnc2cc(Cl)ccc12", "elements": ["C", "H", "H", "H", "C", "N", "C", "H", "C", "C", "H", "C", "N", "C", "C", "C", "N", "C", "C", "C", "C", "C", "C", "H", "H", "Cl", "H", "H", "H", "H", "H", "C", "H", "H", "H", "H", "H", "H", "H", "C", "H", "C", "O", "H", "H", "H", "H", "H", "H"], "coordinates": [[-2.229, -3.465, -1.258], [-1.855, -4.220, -0.572], [-3.278, -3.284, -1.035], [-2.155, -3.856, -2.270], [-1.411, -2.175, -1.148], [-1.485, -1.470, 0.125], [-2.797, -0.887, 0.398], [-3.464, -1.057, -0.452], [-2.726, 0.626, 0.647], [-2.380, 1.427, -0.619], [-3.181, 2.132, -0.843], [-1.074, 2.217, -0.516], [0.013, 1.296, -0.258], [1.292, 1.677, 0.026], [1.610, 2.955, 0.463], [2.931, 3.269, 0.779], [3.936, 2.438, 0.691], [3.672, 1.183, 0.282], [4.759, 0.288, 0.200], [4.556, -0.999, -0.208], [3.277, -1.457, -0.553], [2.212, -0.601, -0.480], [2.367, 0.734, -0.065], [1.236, -0.977, -0.746], [3.147, -2.479, -0.871], [5.885, -2.101, -0.310], [5.736, 0.653, 0.472], [3.177, 4.268, 1.118], [0.853, 3.714, 0.572], [-0.112, 0.390, -0.687], [-1.146, 2.913, 0.329], [-0.836, 3.012, -1.806], [-1.634, 3.734, -1.960], [0.110, 3.544, -1.757], [-0.806, 2.339, -2.661], [-2.302, 0.750, -1.471], [-1.990, 0.836, 1.423], [-3.698, 0.942, 1.028], [-3.256, -1.370, 1.269], [-0.967, -2.273, 1.226], [-1.660, -3.081, 1.512], [-0.674, -1.444, 2.480], [0.305, -0.463, 2.276], [0.058, 0.044, 1.490], [-1.603, -0.992, 2.859], [-0.284, -2.108, 3.255], [-0.028, -2.723, 0.892], [-1.736, -1.481, -1.930], [-0.360, -2.417, -1.335]], "atomic_forces_ev_per_a": [[0.16, 0.27, 0.08], [-0.01, -0.12, 0.05], [-0.12, -0.03, 0.01], [-0.03, -0.09, -0.09], [-0.09, -0.19, -0.17], [0.08, -0.05, -0.03], [0.01, 0.35, 0.23], [-0.01, -0.06, 0.02], [-0.22, -0.21, -0.18], [0.20, 0.08, 0.42], [0.02, -0.01, -0.10], [-0.20, 0.26, -0.40], [-0.02, -0.37, -0.03], [0.31, 0.39, 0.16], [-0.36, -0.29, -0.16], [0.23, -0.12, -0.02], [0.42, 0.47, 0.24], [-0.57, -0.31, -0.20], [0.00, -0.32, -0.08], [0.03, 0.40, 0.12], [-0.28, -0.01, -0.06], [0.07, -0.15, -0.06], [0.39, 0.22, 0.06], [-0.11, -0.08, -0.01], [-0.02, -0.08, -0.03], [0.15, -0.12, -0.01], [0.10, 0.02, 0.02], [-0.06, 0.11, 0.03], [-0.09, 0.06, -0.01], [0.00, -0.03, 0.08], [-0.04, -0.08, -0.03], [0.03, -0.03, 0.35], [-0.09, 0.11, -0.05], [0.07, 0.07, -0.06], [-0.01, -0.09, -0.08], [0.01, -0.01, -0.16], [0.01, -0.01, 0.13], [-0.01, 0.06, 0.08], [-0.02, -0.05, -0.09], [0.09, 0.18, 0.36], [0.03, -0.01, -0.04], [-0.20, -0.29, -0.10], [0.19, 0.22, -0.13], [0.00, 0.06, 0.01], [0.02, -0.11, 0.02], [-0.14, 0.00, -0.04], [-0.01, -0.06, 0.03], [0.09, -0.03, -0.01], [-0.02, 0.07, -0.07]]}



Record-wise electronic energy values, in eV: -112463.25529; -16010.30600; -13982.34273; -217171.01460; -7131.48723; -38128.73089
Record-wise ΔE to the lowest compared entry with this formula, charge and spin values, in kcal per mole: 25.4; 30.3; 33.3; 0.0; 54.3; 0.0